Record 1
ORCA calculation (the ωB97M-V functional and the def2-TZVPD basis) on 2 unconnected molecules or ions with the total composition C4H7NO4 in a non-equilibrium geometry.

XYZ file:
```
16
Properties=species:S:1:pos:R:3
C 1.26980 -1.79419 -0.91399
C 1.65424 -0.69084 -0.34448
C -1.91008 1.49047 0.69658
C -1.68852 0.16418 0.05822
N 2.67005 0.21537 -0.36240
O 2.36062 1.34793 -0.14897
O 3.78082 -0.25455 -0.62695
O 0.35956 -0.15255 1.05803
O -0.89306 -0.67099 0.84641
H 0.57494 -2.38311 -0.33456
H 1.82262 -2.47886 -1.56114
H -2.35851 2.12282 -0.03286
H -2.56190 1.50911 1.64780
H -0.92810 1.91718 0.79650
H -1.60113 0.16894 -1.02863
H -2.55136 -0.51091 0.25042
```

LUMO energy = -1.440 eV
energy above the lowest of the compared OMol25 structures with the same formula, charge and spin = 1087.66 kJ/mol
net charge = 0
Kohn-Sham gap = 8.5 eV


Record 2
ORCA calculation (the ωB97M-V functional and the def2-TZVPD basis) on a molecular structure, C36H47F4N4O3PbS2.

XYZ file:
```
97
Properties=species:S:1:pos:R:3
Pb -0.58630 -1.60729 -0.04120
C -1.49320 0.71652 4.19737
C -1.09074 -0.29758 3.13384
N -1.01486 0.21805 1.74281
C -0.00346 1.28611 1.59288
C 1.40415 0.83611 1.95686
C -2.30909 0.70570 1.23955
C -3.43112 -0.32793 1.30657
N -2.94905 -1.64730 0.92380
C -3.73756 -2.71298 0.99783
C -3.15170 -3.99844 0.77809
F -1.82153 -4.04900 0.55070
C -3.86419 -5.15981 0.82898
F -3.24189 -6.31372 0.62543
C -5.23336 -5.13511 1.10037
C -5.84890 -3.91194 1.32129
F -7.14130 -3.86123 1.57171
C -5.13898 -2.72822 1.27436
F -5.77858 -1.58587 1.46722
H -1.59224 0.20200 5.15236
H -2.45228 1.18978 3.98596
H -0.74424 1.49674 4.32761
H -1.79058 -1.13459 3.13661
H -0.10994 -0.70883 3.37220
H -0.28573 2.16055 2.18858
H -0.03406 1.59910 0.54143
H 1.55030 0.76938 3.03407
H 2.13150 1.55281 1.57628
H 1.64227 -0.13960 1.52270
H -2.15391 1.01363 0.19646
H -2.63649 1.59811 1.78251
H -4.23303 -0.00055 0.63813
H -3.87545 -0.36361 2.30517
H -5.80653 -6.05272 1.13725
C 0.26817 -3.77648 2.67766
O 0.81852 -2.92716 1.65356
C 1.97265 -3.50978 1.01712
C 1.61620 -4.27717 -0.23056
O 1.12189 -3.30421 -1.15263
C 0.79465 -3.76570 -2.47225
C -0.67183 -4.08943 -2.58222
O -1.40790 -2.91728 -2.22218
C -2.71927 -2.87821 -2.79008
H 1.02233 -3.94733 3.44611
H -0.05870 -4.73087 2.26544
H -0.57898 -3.25448 3.11353
H 2.49829 -4.14940 1.72765
H 2.62678 -2.67681 0.74653
H 0.86568 -5.05108 -0.04058
H 2.51562 -4.75118 -0.63300
H 1.40212 -4.63270 -2.73846
H 1.04116 -2.94366 -3.14580
H -0.95140 -4.91552 -1.91971
H -0.89806 -4.38236 -3.61083
H -3.33593 -3.69394 -2.40443
H -2.66499 -2.95159 -3.87704
H -3.16306 -1.92331 -2.51689
S 1.88799 -0.27551 -1.65253
C 2.02305 1.34051 -2.14430
N 3.12228 1.98941 -2.37655
C 3.02929 3.36628 -2.90752
C 1.80756 4.04804 -2.33956
N 0.60726 3.23424 -2.61987
C -0.65607 3.93000 -2.95961
C -1.01174 4.91820 -1.88263
C -1.57600 4.46506 -0.69241
C -1.88351 5.36060 0.31846
C -1.62770 6.71585 0.14501
C -1.07423 7.17286 -1.04158
C -0.76482 6.27489 -2.05457
C 0.70320 1.94926 -2.47709
S -0.48562 0.75908 -2.64099
C 4.45182 1.37336 -2.16329
C 4.69288 1.05015 -0.70749
C 4.99449 -0.24958 -0.32062
C 5.26346 -0.53477 1.01257
C 5.21899 0.47449 1.96204
C 4.91897 1.77700 1.57795
C 4.66326 2.06372 0.24749
H 2.99393 3.31482 -3.99914
H 3.92785 3.90854 -2.62198
H 1.67210 5.03347 -2.77821
H 1.89588 4.17258 -1.25774
H -1.42270 3.16525 -3.07893
H -0.50708 4.42156 -3.92229
H -1.80195 3.40940 -0.57415
H -2.34177 5.01235 1.23440
H -1.87848 7.41817 0.92780
H -0.89402 8.22913 -1.18473
H -0.36488 6.64388 -2.99232
H 5.18277 2.09007 -2.53378
H 4.51084 0.47230 -2.77671
H 5.06029 -1.03242 -1.06733
H 5.53471 -1.54120 1.30279
H 5.45034 0.25908 2.99632
H 4.91622 2.57094 2.31258
H 4.46924 3.09035 -0.04628
```

LUMO energy (spin up / spin down) = -9.742 / -10.184 eV
net charge = +3
Kohn-Sham gap (spin up / spin down) = 6.3 / 5.8 eV


Record 3
ORCA calculation (the ωB97M-V functional and the def2-TZVPD basis) on C7H10 in the gas phase in a non-equilibrium geometry.

XYZ file:
```
17
Properties=species:S:1:pos:R:3
C -2.53280 -0.92008 0.01712
C -1.68802 0.25098 0.06709
C -1.35019 1.47390 -0.16402
C -0.07089 0.82057 0.48310
C 0.99150 0.33679 -0.38687
C 2.37271 0.54268 0.03496
C 1.74541 -0.85267 0.02561
H -3.50895 -0.85466 -0.29091
H -2.45581 -1.21868 1.03184
H -2.04784 -1.75964 -0.67635
H -1.80451 2.27328 -0.71197
H 0.19424 0.71703 1.48443
H 0.88969 0.30674 -1.49493
H 2.40296 0.73240 1.07818
H 3.12517 1.05812 -0.57232
H 1.93201 -1.54363 -0.85113
H 1.80533 -1.36314 0.92616
```

LUMO energy = 1.093 eV
energy above the lowest of the compared OMol25 structures with the same formula, charge and spin = 484.61 kJ/mol
structure (SMILES) = CC1=C[C@@H]1C1CC1
net charge = 0
Kohn-Sham gap = 9.4 eV


Record 4
ORCA calculation (the ωB97M-V functional and the def2-TZVPD basis) on a molecular structure, C43H40BrN6O6S2SiSn in a non-equilibrium geometry.

XYZ file:
```
100
Properties=species:S:1:pos:R:3
Sn -0.13074 -0.17360 -0.99999
C -1.95755 -2.83963 1.16966
O -0.70171 -2.18466 1.14716
C 0.35860 -2.78739 1.70491
C 0.37594 -4.03045 2.25710
C 1.56661 -4.54622 2.81184
Br 1.53857 -6.30945 3.47767
C 2.74257 -3.81556 2.85211
C 2.79494 -2.53602 2.33750
C 1.55913 -1.85809 1.79122
O 1.82456 -1.23125 0.54932
C 4.01307 -1.80942 2.37639
N 5.08782 -2.21625 3.03577
C 6.00788 -1.24043 2.89986
C 7.30478 -1.14545 3.41991
C 8.00880 0.00208 3.14999
C 7.47320 1.03845 2.36550
C 6.20431 0.96580 1.83038
C 5.47271 -0.17984 2.10534
N 4.20535 -0.57044 1.79769
H -1.93064 -3.78546 0.62429
H -2.64802 -2.16494 0.66871
H -2.28044 -3.01336 2.19971
H -0.50172 -4.65798 2.26376
H 3.65011 -4.22910 3.26315
H 2.15691 -1.87562 -0.09269
H 7.70846 -1.95141 4.01193
H 9.00752 0.11478 3.54250
H 8.07786 1.91341 2.18009
H 5.79844 1.76353 1.22908
H 3.55178 -0.11200 1.17973
O 2.53851 -0.51677 -4.29286
C 1.90200 -0.13061 -3.34005
O 1.48259 -0.87053 -2.37471
C 1.60905 1.36244 -3.19870
C 2.04861 2.25909 -4.18620
C 1.89398 3.60265 -3.97689
C 1.30965 4.05283 -2.77304
C 1.17481 5.41338 -2.42968
C 0.59217 5.77682 -1.24728
C 0.11431 4.80258 -0.35495
C 0.24635 3.47509 -0.64805
C 0.84484 3.07118 -1.85627
N 1.00379 1.75315 -2.10224
H 2.49814 1.85538 -5.07915
H 2.22139 4.32544 -4.71022
H 1.54732 6.16146 -3.11411
H 0.49697 6.82002 -0.98962
H -0.35383 5.10735 0.56913
H -0.09588 2.70740 0.03661
O -3.67165 1.60120 -3.54459
C -4.38487 0.49409 -3.77539
C -5.62093 0.61926 -4.41750
C -6.38692 -0.49344 -4.67972
C -5.94365 -1.76029 -4.30236
C -4.72797 -1.90495 -3.67409
C -3.92726 -0.78933 -3.39965
C -2.63762 -0.95248 -2.73310
O -1.91020 0.07957 -2.47067
N -2.28616 -2.18338 -2.43672
N -1.09193 -2.32093 -1.83337
C -0.64052 -3.52407 -1.81513
S 0.89204 -3.92619 -1.10605
C 0.56050 -5.72987 -1.04644
C -0.23609 -6.07871 -2.28176
S -1.57208 -4.84529 -2.49042
H -2.82048 1.31895 -3.13294
H -5.94540 1.60592 -4.70921
H -7.33251 -0.38228 -5.19124
H -6.55770 -2.62488 -4.50330
H -4.35746 -2.87664 -3.38729
H 0.01900 -5.94671 -0.12392
H 1.52105 -6.24170 -1.02637
H -0.71219 -7.05337 -2.20190
H 0.39347 -6.04956 -3.17204
C 0.19166 2.65206 3.95442
Si -1.40103 1.80725 3.37643
C -1.99553 0.46598 4.57491
C 1.14410 -0.73245 2.76415
N -2.00015 2.09410 1.89394
C -2.94248 2.79990 1.21907
C -3.84345 3.65381 1.87584
C -4.75616 4.39418 1.15906
C -4.79761 4.31122 -0.22659
C -3.92047 3.46248 -0.88793
C -3.00806 2.71017 -0.17968
H 0.80149 2.00947 4.58597
H -0.03415 3.54828 4.52791
H 0.79370 2.96412 3.10451
H -1.18584 0.06912 5.18467
H -2.44990 -0.35800 4.02988
H -2.75391 0.84639 5.25565
H 0.79645 -1.16707 3.69782
H 1.98943 -0.08220 2.96930
H 0.34582 -0.15516 2.30279
H -3.79239 3.72483 2.95384
H -5.43930 5.04530 1.68119
H -5.50329 4.90355 -0.78633
H -3.94885 3.39255 -1.96377
H -2.32645 2.04285 -0.69319
```

LUMO energy = -5.641 eV
energy above the lowest of the compared OMol25 structures with the same formula, charge and spin = 98.81 kJ/mol
net charge = +1
Kohn-Sham gap = 3.5 eV


Record 5
ORCA calculation (the ωB97M-V functional and the def2-TZVPD basis) on C5H11NO2 in the gas phase in a non-equilibrium geometry.

XYZ file:
```
19
Properties=species:S:1:pos:R:3
O -1.65446 3.13440 1.11536
C -1.00009 2.27731 1.64746
N -0.40990 1.20743 0.90262
C 0.61553 0.36784 1.33133
C 0.46548 -1.05926 0.69322
C -0.24449 -1.23712 -0.65547
C 0.45545 -0.46047 -1.75097
O 0.20273 -0.81815 -3.13254
H -1.01927 2.27958 2.76509
H -0.68202 1.30025 -0.12692
H 1.52523 0.72170 0.78548
H 0.71854 0.40950 2.50595
H -0.06289 -1.64737 1.57168
H 1.38305 -1.68826 0.68030
H -1.40880 -0.97934 -0.70915
H -0.18606 -2.30258 -1.07644
H -0.16252 0.56590 -1.75412
H 1.44783 -0.34038 -1.62372
H 0.01666 -1.73098 -3.16916
```

LUMO energy = 0.749 eV
energy above the lowest of the compared OMol25 structures with the same formula, charge and spin = 277.44 kJ/mol
structure (SMILES) = O=CNCCCCO
net charge = 0
Kohn-Sham gap = 10.1 eV


Record 6
ORCA calculation (the ωB97M-V functional and the def2-TZVPD basis) on a molecular structure, C14H11BeCl3N2SSiTe in a non-equilibrium geometry.

XYZ file:
```
34
Properties=species:S:1:pos:R:3
Be -1.26144 -0.70053 0.57441
C 3.35576 2.81180 -0.35079
C 1.22000 2.71039 1.40573
C 0.10131 2.29467 1.84379
C 0.72802 3.05947 -1.10263
N 2.61419 0.70244 0.62587
C 2.08423 0.91070 -1.59426
C -0.47422 3.19902 -1.30220
C -1.77648 3.73049 -1.54473
C -2.90892 3.35367 -0.92436
C -3.08352 2.39977 0.16741
C -2.43689 1.23682 0.33278
N -1.61168 0.51836 -0.67974
H 3.45424 3.75819 -0.87234
H 3.78388 2.87194 0.64434
H -0.49532 2.44471 2.72263
H 4.09018 2.12946 -0.77088
H -1.82188 4.56412 -2.23448
H -3.78812 3.94618 -1.15416
H -3.79400 2.69200 0.93283
H -2.45422 0.81104 1.34510
Cl 2.64174 -0.75750 1.37250
Si -0.30900 1.16735 0.23664
Cl 1.50070 -0.64309 -1.78952
Cl 1.80240 1.85037 -0.13349
Te -2.23382 -2.52041 1.50950
C -0.92594 -3.90022 0.62211
C -0.88418 -4.29725 -0.68367
C 0.08748 -5.30777 -0.91966
C 0.75842 -5.65928 0.21165
S 0.21853 -4.76299 1.56302
H -1.53125 -3.88371 -1.44410
H 0.27110 -5.75439 -1.88600
H 1.54013 -6.39386 0.31832
```

LUMO energy = -1.640 eV
energy above the lowest of the compared OMol25 structures with the same formula, charge and spin = 2980.26 kJ/mol
net charge = 0
Kohn-Sham gap = 6.2 eV


| no. | DFT total energy (eV) |
| --- | --- |
| 1 | -13931.36424 |
| 2 | -87959.59759 |
| 3 | -7416.01216 |
| 4 | -171883.02441 |
| 5 | -10946.39145 |
| 6 | -81627.41249 |